Here is C9H12 as an isolated structure at a distorted geometry from OMol25. Energies are from ωB97M-V with the def2-TZVPD basis set.

```
21
Properties=species:S:1:pos:R:3:forces:R:3:mulliken_charge:R:1
C 2.599364 -1.536764 0.741535 -1.693 3.245 -2.481 -0.860
C 1.717356 -0.669830 -0.090391 4.146 -3.198 1.101 -0.839
C 0.289045 -0.158581 0.034633 3.880 -0.651 3.195 1.402
C 0.080350 1.199471 0.885557 0.938 -4.862 1.650 -1.158
C -1.286859 0.652745 0.900026 -2.219 -2.160 -2.393 -0.171
C -0.751951 -0.796546 1.120121 0.556 -0.037 -3.143 -0.813
C -1.861998 0.477930 -0.783540 -0.462 -1.505 2.870 -0.266
C -1.040844 1.148998 -1.730693 2.659 3.069 -5.437 -0.724
C -0.434396 -0.102075 -1.204989 -2.909 -0.992 -2.273 -0.562
H 2.473775 -2.172883 1.630734 -1.079 0.792 -0.243 0.286
H 3.710752 -1.481713 0.571422 -1.337 -0.159 -0.731 0.229
H 2.256788 -0.444820 -1.110120 -1.000 0.179 2.179 0.189
H 0.691910 0.957065 1.853296 -1.418 0.638 -1.512 0.320
H 0.117349 2.176237 0.686387 0.981 3.723 -1.730 0.457
H -1.991380 1.052337 1.521775 -2.121 1.004 1.579 0.706
H -1.101481 -1.690025 0.484182 -0.504 1.162 1.849 0.296
H -0.466134 -0.951641 2.166753 0.342 -0.307 -0.544 0.354
H -2.903975 -0.042082 -1.026580 2.559 1.234 0.788 0.273
H -0.548632 2.159997 -1.859038 -0.272 -0.640 2.333 0.173
H -1.083561 1.236076 -2.923834 -1.337 -1.669 2.194 0.257
H -0.465479 -1.013896 -1.867237 0.291 1.136 0.750 0.449
```
Positions in Å, forces in eV/Å.

Its LUMO energy is 0.038 hartree. The HOMO energy is -8.667 eV. The value obtained for the frontier orbital gap is 9.69 eV. As for the energy above the lowest of the compared OMol25 structures with the same formula, charge and spin: 146.79 kcal per mole. The charge is 0.